No. 1
ORCA calculation (the ωB97M-V functional and the def2-TZVPD basis) on a molecular structure, C25H38N4Rb.

```
68
Properties=species:S:1:pos:R:3:forces:R:3
Rb -0.273673 0.086186 -0.394873 -0.1 0.1 -0.1
C -1.962673 2.628433 -1.868720 0.1 0.0 0.0
N -2.066637 2.435069 -0.431130 -0.1 0.2 0.1
C -3.381154 1.939924 -0.065151 0.0 -0.1 -0.1
C -1.589222 3.568461 0.300958 0.1 -0.1 0.0
C -2.454589 4.494947 0.859543 -0.1 0.0 0.0
C -1.991109 5.592877 1.576751 0.0 0.1 0.1
C -0.621121 5.759347 1.722022 0.0 0.0 0.0
C 0.258649 4.847733 1.167966 0.0 -0.1 -0.1
C -0.177989 3.714083 0.441356 0.1 0.2 0.1
N 0.661889 2.739057 -0.011889 0.0 0.0 0.0
C 1.909439 3.031858 -0.460835 -0.1 0.3 -0.1
C 2.225929 4.229580 -1.151012 0.0 -0.1 0.1
C 3.477590 4.476846 -1.680520 0.0 0.0 0.0
C 4.493902 3.539537 -1.550990 0.0 0.1 0.0
C 4.218513 2.353188 -0.878721 0.1 0.0 -0.1
C 2.966825 2.080415 -0.349139 -0.1 0.0 0.0
N 2.691356 0.851465 0.337070 0.1 0.0 -0.1
C 2.603437 1.036121 1.776845 -0.1 0.0 0.1
C 3.563503 -0.255806 0.009397 0.0 0.0 0.1
H -2.751511 3.303591 -2.241331 0.0 0.0 0.0
H -2.064197 1.668490 -2.385445 -0.1 0.0 0.0
H -0.994116 3.063872 -2.114621 0.0 -0.1 0.0
H -4.204606 2.555220 -0.467489 0.0 0.0 0.0
H -3.469629 1.908965 1.020575 0.0 0.0 0.0
H -3.487112 0.920224 -0.449007 0.0 0.0 0.0
H -3.524088 4.360862 0.742458 0.0 0.0 0.0
H -2.686588 6.299714 2.012743 0.0 0.0 0.0
H -0.230308 6.600244 2.285547 0.0 0.0 0.0
H 1.324464 4.971406 1.316374 0.0 0.0 0.0
H 1.432543 4.954325 -1.284798 0.0 0.0 0.0
H 3.656825 5.404936 -2.213304 0.0 0.0 0.0
H 5.479209 3.721886 -1.962112 0.0 0.0 0.0
H 5.012884 1.623195 -0.771506 0.0 0.0 0.0
H 3.595496 1.221439 2.223256 0.0 0.0 0.0
H 2.177087 0.141759 2.241285 0.0 0.0 0.0
H 1.958733 1.885468 1.997901 0.0 0.0 0.0
H 4.577851 -0.155140 0.434297 0.0 0.0 0.0
H 3.652624 -0.350334 -1.073363 0.0 0.0 0.0
H 3.127689 -1.173035 0.404687 0.0 0.0 0.0
C -4.472229 -2.778386 -1.315832 -0.1 0.1 0.1
C -4.043391 -2.181850 0.026281 0.1 -0.2 0.0
C -4.353840 -3.204736 1.140503 -0.1 0.1 0.0
C -2.586366 -1.728139 -0.020784 -0.3 0.0 0.1
H -5.512545 -3.125667 -1.290439 0.0 -0.1 -0.1
H -3.828521 -3.627857 -1.566765 0.0 0.0 0.0
H -4.365913 -2.036965 -2.109298 0.0 0.0 0.0
H -4.687076 -1.310422 0.219959 0.0 0.0 0.0
H -3.719062 -4.087681 1.015457 0.0 0.0 0.0
H -5.404702 -3.532666 1.141636 0.0 0.0 0.0
H -4.129055 -2.773743 2.118611 0.0 0.0 0.0
H -1.971520 -2.650668 -0.073820 0.1 0.0 0.0
H -2.351886 -1.270993 0.967338 0.0 -0.1 0.0
C 0.600617 -5.746122 -0.880640 0.0 0.1 0.0
C 1.572390 -5.004477 0.045575 0.1 -0.3 0.0
C 3.019967 -5.158628 -0.446346 0.0 0.0 0.0
C 1.433627 -5.515440 1.485820 0.0 0.1 0.0
C 1.246269 -3.575922 0.014946 -0.1 0.1 0.0
N 1.002179 -2.456894 -0.029650 0.2 -0.2 0.1
H 0.819351 -6.814687 -0.860841 0.0 0.0 0.0
H 0.694911 -5.385412 -1.904908 0.0 0.0 0.0
H -0.428965 -5.588945 -0.559226 0.0 0.0 0.0
H 3.306544 -6.211369 -0.437394 0.0 0.0 0.0
H 3.704448 -4.604220 0.196499 0.0 0.0 0.0
H 3.120292 -4.776266 -1.462267 0.0 0.0 0.0
H 1.680217 -6.577146 1.526260 0.0 0.0 0.0
H 0.412644 -5.376907 1.841658 0.0 0.0 0.0
H 2.105524 -4.974167 2.152591 0.0 0.0 0.0
```
Positions in Å, forces in eV/Å.

The calculation puts the frontier orbital gap at 4.4 eV. The value obtained for the energy above the lowest of the compared OMol25 structures with the same formula, charge and spin is 0.0 kJ/mol. The HOMO energy comes out at -0.0895 hartree. Its charge is -1.


No. 2
ORCA calculation (the ωB97M-V functional and the def2-TZVPD basis) on C25H38N6O2 in the gas phase at a distorted geometry.

```
71
Properties=species:S:1:pos:R:3:forces:R:3
C 5.207973 0.303778 -3.467277 -0.1 0.2 0.2
C 4.178128 0.603312 -2.385460 0.0 -0.3 -0.1
C 3.421884 -0.654331 -1.966346 -0.1 0.3 0.1
C 2.374348 -0.333237 -0.880228 0.0 -0.1 -0.4
C 3.082102 -0.088758 0.408367 0.0 0.4 0.5
N 4.165926 -0.742045 0.773300 -0.2 -0.2 -0.9
N 4.503013 -0.291002 1.970152 0.7 -0.3 0.5
N 3.694803 0.600263 2.362488 -0.3 0.7 0.8
N 2.771161 0.774009 1.412191 0.7 -1.0 -0.7
C 1.685991 1.731322 1.596232 -0.5 0.4 0.3
C 1.945147 2.451545 2.920865 0.0 -0.1 -0.1
C 1.703875 2.749825 0.450838 0.0 -0.1 0.0
C 0.378227 0.920314 1.651826 -0.1 0.2 0.0
C -0.879448 1.768901 1.787832 0.2 -0.1 0.0
N 1.354571 -1.361053 -0.676165 -0.1 0.0 -0.2
C 1.843857 -2.630169 -0.165002 0.1 -0.2 0.4
C 1.450178 -2.855849 1.302269 -0.3 -0.1 -0.4
C -0.060367 -2.934406 1.510512 0.4 0.3 0.4
O -0.672560 -3.964780 0.765796 -0.1 -0.4 -0.3
C 0.379136 -1.426350 -1.759163 -0.1 0.2 0.0
C -0.904846 -0.725108 -1.391022 -0.1 -0.4 -0.1
C -1.965675 -1.387657 -0.876471 0.3 0.3 -0.2
C -3.174780 -0.721038 -0.512827 -0.2 0.5 0.0
C -4.262723 -1.393145 0.056958 -0.1 0.3 0.0
C -5.413622 -0.715374 0.390196 0.1 -0.1 0.0
C -6.589341 -1.414786 1.000656 0.0 0.0 0.0
C -5.478800 0.661912 0.147591 0.3 -0.1 -0.1
C -4.432242 1.365494 -0.409732 0.0 0.0 0.0
C -4.530249 2.843375 -0.650340 0.0 -0.1 0.0
C -3.262039 0.662789 -0.743826 -0.4 -0.7 0.3
N -2.177765 1.295715 -1.291516 0.0 0.4 -0.1
C -0.975544 0.712882 -1.611277 -0.3 0.1 0.1
O -0.068769 1.410623 -2.048687 0.3 0.0 -0.2
H 5.736248 1.210060 -3.754079 0.1 0.0 -0.1
H 4.724464 -0.106246 -4.351606 0.0 -0.1 -0.1
H 5.936118 -0.419298 -3.106960 0.1 -0.1 0.0
H 3.466531 1.347146 -2.752854 0.0 0.1 0.1
H 4.684744 1.023954 -1.513831 0.0 0.1 0.0
H 2.917007 -1.077913 -2.836890 0.0 0.0 0.0
H 4.130776 -1.390166 -1.586307 0.0 -0.1 -0.1
H 1.837213 0.567502 -1.185514 0.1 -0.1 0.0
H 1.956425 1.745421 3.746507 0.0 0.0 0.1
H 1.172302 3.193694 3.096324 -0.1 0.1 -0.1
H 2.909599 2.951379 2.891842 0.0 0.1 0.1
H 2.729779 3.023971 0.212662 0.1 0.1 0.0
H 1.228430 2.367467 -0.447891 0.0 0.0 -0.1
H 1.178703 3.651048 0.755271 -0.1 0.1 0.0
H 0.308787 0.315911 0.746015 0.1 -0.1 0.1
H 0.438169 0.233209 2.500319 0.1 -0.1 0.0
H -1.756409 1.125007 1.764491 -0.1 0.0 0.0
H -0.887934 2.316064 2.726839 -0.1 0.1 0.1
H -0.954301 2.479327 0.969628 -0.1 0.1 -0.1
H 1.444054 -3.456653 -0.760409 0.1 0.1 0.0
H 2.935145 -2.668447 -0.223961 -0.1 -0.1 -0.1
H 1.840502 -2.046857 1.919034 0.1 0.0 0.1
H 1.916379 -3.785555 1.640448 0.0 0.0 0.1
H -0.275975 -3.065176 2.581829 0.0 0.1 -0.1
H -0.530014 -2.009891 1.171887 0.1 0.0 0.1
H -0.234652 -4.795695 0.982561 -0.1 0.0 0.0
H 0.771346 -0.952182 -2.666463 0.0 -0.1 0.0
H 0.147114 -2.469782 -1.983749 0.0 0.1 0.0
H -1.910387 -2.455883 -0.720114 0.1 -0.2 0.0
H -4.177175 -2.454825 0.233817 0.0 -0.2 0.0
H -6.836052 -0.972021 1.964751 -0.1 0.0 0.1
H -6.379885 -2.470963 1.145830 0.0 -0.1 0.0
H -7.463154 -1.318144 0.357407 -0.1 -0.1 0.0
H -6.384301 1.190472 0.410233 -0.1 0.1 0.0
H -3.768379 3.379768 -0.083748 0.1 0.1 0.0
H -4.401325 3.074928 -1.707983 0.0 0.1 -0.1
H -5.504121 3.211530 -0.339868 0.0 0.1 0.0
H -2.237349 2.290839 -1.468190 0.1 -0.1 0.0
```
Positions in Å, forces in eV/Å.

The calculation puts the frontier orbital gap at 8.4 eV. Its SMILES is CCC[C@H](c1nnnn1C(C)(C)CC)N(CCCO)Cc1cc2cc(C)cc(C)c2[nH]c1=O. The HOMO energy comes out at -0.3040 hartree. Its charge is 0.


No. 3
ORCA calculation (the ωB97M-V functional and the def2-TZVPD basis) on a molecular structure, C25H39AsN2O3P2S3ScSe2.

```
78
Properties=species:S:1:pos:R:3:forces:R:3
Sc -0.378829 -0.868136 0.254813 -0.4 -0.3 -0.1
Se 2.239583 -0.246003 0.489879 -0.1 0.1 0.1
P 2.604418 -2.378420 0.246256 0.0 0.1 0.0
Se 0.692606 -3.337107 -0.113118 0.1 -0.1 0.0
C 3.402117 -3.064794 1.716963 0.0 0.0 0.0
C 4.379082 -2.314032 2.365884 0.0 0.0 0.0
C 5.059646 -2.856483 3.443521 0.0 0.0 0.0
C 4.768315 -4.143971 3.874404 0.0 0.0 0.0
C 3.794310 -4.891190 3.228976 0.0 0.0 0.0
C 3.108625 -4.353395 2.149731 0.0 0.0 0.0
C 3.752650 -2.698489 -1.112683 0.0 0.0 0.0
C 3.954514 -4.019277 -1.509618 0.0 0.0 0.0
C 4.860336 -4.304558 -2.515776 0.0 0.0 0.0
C 5.564367 -3.274469 -3.128288 0.0 0.0 0.0
C 5.361574 -1.961321 -2.734712 0.0 0.0 0.0
C 4.454165 -1.668394 -1.725424 0.0 0.0 0.0
H 4.599498 -1.305527 2.037979 0.0 0.0 0.0
H 5.815576 -2.271795 3.950283 0.0 0.0 0.0
H 5.300124 -4.563474 4.718063 0.0 0.0 0.0
H 3.564432 -5.892969 3.566697 0.0 0.0 0.0
H 2.339908 -4.930813 1.651522 0.0 0.0 0.0
H 3.400315 -4.822372 -1.037760 0.0 0.0 0.0
H 5.017008 -5.329109 -2.825414 0.0 0.0 0.0
H 6.270480 -3.499174 -3.916651 0.0 0.0 0.0
H 5.906924 -1.159739 -3.214542 0.0 0.0 0.0
H 4.287085 -0.642573 -1.423435 0.0 0.0 0.0
C 3.122879 4.802654 -0.799112 0.0 0.0 0.0
N 2.585866 5.254981 0.468450 0.0 0.0 0.0
C 2.823218 6.484335 1.065195 0.0 0.0 0.0
C 2.122858 6.517331 2.212899 0.0 0.0 0.0
N 1.457286 5.307630 2.298960 0.0 0.0 0.0
C 1.734946 4.521293 1.227818 0.0 0.0 0.0
S 1.145154 2.984400 0.912858 0.0 0.0 0.0
H 3.993082 5.405822 -1.045404 0.0 0.0 0.0
H 2.375142 4.893900 -1.586580 0.0 0.0 0.0
H 3.407080 3.756566 -0.710435 0.0 0.0 0.0
H 3.473244 7.215116 0.619750 0.0 0.0 0.0
H 2.043711 7.279198 2.965744 0.0 0.0 0.0
H 0.868723 4.990537 3.048833 0.0 0.0 0.0
C -2.553065 -4.561759 1.731487 0.0 0.0 0.0
As -3.033198 -3.373641 0.301078 -0.1 -0.1 0.0
C -2.929396 -4.267805 -1.392835 0.0 0.0 0.0
C -4.798827 -2.698299 0.581067 0.1 0.0 0.0
O -1.997683 -2.067367 0.281091 0.1 0.0 0.1
H -2.019782 -5.422017 1.333412 0.0 0.0 0.0
H -3.445591 -4.887279 2.262295 0.0 0.0 0.0
H -1.898194 -4.010458 2.403400 0.0 0.0 0.0
H -2.206092 -5.078441 -1.335227 0.0 0.0 0.0
H -2.595017 -3.531669 -2.122188 0.0 0.0 0.0
H -3.905200 -4.658153 -1.675905 0.0 0.0 0.0
H -5.522237 -3.511643 0.558744 0.0 0.0 0.0
H -5.005304 -1.970899 -0.201321 0.0 0.0 0.0
H -4.820710 -2.196728 1.547022 0.0 0.0 0.0
C -5.784629 1.912459 -1.301946 0.0 0.0 0.0
C -4.904296 0.789522 -1.812562 0.0 0.0 -0.1
C -4.261530 1.081076 -3.152274 0.0 0.0 0.0
O -3.914815 0.400692 -0.801720 0.0 0.1 0.1
P -2.554936 1.130593 -0.457040 0.3 0.0 0.0
S -2.036911 0.759372 1.432953 0.0 0.1 0.1
S -1.071423 0.506107 -1.685935 0.0 0.0 -0.2
O -2.861269 2.648811 -0.729632 -0.1 0.0 0.1
C -2.313239 3.761112 0.066674 0.0 0.0 -0.1
C -1.864700 4.811447 -0.921038 0.0 0.0 0.0
C -3.396725 4.226694 1.011394 0.0 0.0 0.0
H -6.697797 1.944838 -1.897406 0.0 0.0 0.0
H -5.285392 2.875800 -1.381021 0.0 0.0 0.0
H -6.061697 1.740178 -0.262045 0.0 0.0 0.0
H -5.504600 -0.118453 -1.896133 0.0 0.0 0.0
H -3.645881 1.979657 -3.106573 0.0 0.0 0.0
H -5.047722 1.248772 -3.889414 0.0 0.0 0.0
H -3.645686 0.247266 -3.486495 0.0 0.0 0.0
H -1.451482 3.377830 0.613103 0.0 0.0 0.0
H -2.707008 5.177022 -1.510699 0.0 0.0 0.0
H -1.107921 4.404437 -1.590782 0.0 0.0 0.0
H -1.430524 5.654658 -0.381884 0.0 0.0 0.0
H -4.287977 4.524408 0.456826 0.0 0.0 0.0
H -3.042212 5.092197 1.573091 0.0 0.0 0.0
H -3.661384 3.443498 1.721892 0.0 0.0 0.0
```
Positions in Å, forces in eV/Å.

The calculation puts the frontier orbital gap at 7.4 eV. The value obtained for the energy above the lowest of the compared OMol25 structures with the same formula, charge and spin is 168.8 kJ/mol. The HOMO energy comes out at -0.3490 hartree. Its charge is +1.


Which value of HOMO does entry 1 give? -0.0895 hartree


Which of these has the highest frontier orbital gap? C25H38N6O2


Among the records above, which one has the lowest HOMO? C25H39AsN2O3P2S3ScSe2


Look up the frontier orbital gap of the second one. 8.4 eV